DFT (ωB97M-V/def2-TZVPD) results for a cluster of 2 separate species, C8H18FIN2 in total in a non-equilibrium geometry.

Calculated values
electronic energy: -22366.584 eV
maximum force: 0.106 hartree/bohr
gap between HOMO and LUMO: 8.873 eV
HOMO: -0.592 Eh
net charge: +2
relative energy (zero: lowest compared OMol25 entry of this formula, charge and spin): 0.0 kJ/mol

```
30
Properties=species:S:1:pos:R:3:lowdin_charge:R:1
C 0.63921 -0.11325 -1.48009 -0.056
C -1.88603 -0.18843 -1.13009 -0.080
C 0.69942 0.93950 -0.31719 -0.049
C -1.70937 0.95755 -0.03044 -0.029
C -0.71819 -0.15881 -2.12722 -0.306
C 1.10499 0.03397 2.58769 -0.051
C -0.28500 0.21711 1.76812 0.005
C 2.74567 -0.60928 2.52104 -0.075
N -0.39626 0.62702 0.56319 -0.101
N -0.88549 1.01729 -3.08976 0.245
F 3.29321 -0.09961 1.39015 -0.029
I -0.25662 -3.24279 1.24442 0.556
H 1.32279 0.03922 -2.19182 0.082
H 0.85601 -1.19642 -1.16666 0.156
H -1.74347 -1.24292 -0.67544 0.098
H -2.81804 -0.22763 -1.77753 0.150
H 1.57258 0.90947 0.18048 0.081
H 0.61054 1.97918 -0.43078 0.144
H -1.74587 1.85311 -0.51668 0.094
H -2.39412 0.89046 0.87580 0.167
H -0.83240 -0.94982 -2.93748 0.190
H 2.56578 -1.63295 2.41219 0.068
H 1.55284 1.00567 2.69964 0.098
H 0.58882 -0.22945 3.47280 0.076
H -1.18359 0.12286 2.36836 0.144
H 3.13362 -0.05301 3.44795 0.165
H -1.15185 -4.40231 1.96008 -0.259
H -0.84295 1.82326 -2.52611 0.127
H -1.83952 0.94124 -3.47868 0.196
H 0.00329 0.98979 -3.61593 0.195
```

DFT (ωB97M-V/def2-TZVPD) results for a cluster of 2 separate species, C8H18IN2O2P2 in total.

Calculated values
electronic energy: -42340.757 eV
maximum force: 0.012 hartree/bohr
gap between HOMO and LUMO: 6.313 eV
HOMO: -0.139 Eh
net charge: -1

```
33
Properties=species:S:1:pos:R:3:lowdin_charge:R:1
C -0.39022 1.31030 0.72509 -0.198
C 0.54116 1.23455 -0.48954 -0.809
I -0.22078 -0.35446 -1.76922 0.746
C 1.99811 1.09056 -0.11126 -0.497
P 3.26792 0.55470 -1.45409 0.214
P 4.68636 -0.17310 0.26138 0.397
N 4.07381 -1.07250 1.38761 -0.249
O 5.96905 -0.88932 -0.48981 -0.270
O 5.49294 1.10128 0.90347 -0.253
H -0.43808 2.34467 1.07835 0.071
H -1.40800 0.98781 0.49511 0.022
H -0.02025 0.66657 1.52498 0.075
H 0.40687 2.14485 -1.07399 0.062
H 2.07860 0.45702 0.77717 0.040
H 2.33335 2.09966 0.16731 0.072
H 3.91309 1.88513 -1.41987 -0.064
H 4.30852 0.11277 -2.42613 -0.092
H 2.73105 -0.80354 -1.41136 -0.084
H 2.38707 0.96329 -2.54408 -0.084
H 4.61290 -1.92618 1.49302 -0.062
H 5.60230 -1.35604 -1.24428 0.022
H 6.16349 1.39184 0.28021 0.034
N -3.89939 -1.43728 1.19823 0.064
C -3.93632 -1.05848 -0.07716 -0.152
C -5.11381 -0.73019 -0.73805 -0.072
C -6.30924 -0.79967 -0.04355 -0.095
C -6.28138 -1.19322 1.28496 -0.089
C -5.05384 -1.49845 1.85425 -0.166
H -2.98615 -1.00741 -0.60006 0.027
H -5.08332 -0.42418 -1.77501 0.100
H -7.24581 -0.55045 -0.52674 0.099
H -7.18858 -1.26232 1.87039 0.093
H -4.99140 -1.80819 2.89267 0.099
```

DFT (ωB97M-V/def2-TZVPD) results for the ion C8H18N2O with charge +2 in a non-equilibrium geometry.

Calculated values
electronic energy: -13597.314 eV
maximum force: 0.069 hartree/bohr
gap between HOMO and LUMO: 10.207 eV
HOMO: -0.659 Eh
net charge: +2
relative energy (zero: lowest compared OMol25 entry of this formula, charge and spin): 0.0 kJ/mol

```
29
Properties=species:S:1:pos:R:3:lowdin_charge:R:1
C 1.34050 0.06022 0.16692 -0.217
C -0.23653 1.65735 0.50391 0.002
C -0.84982 0.22859 0.74802 -0.171
C -3.26788 0.45794 0.28373 -0.035
C -1.64902 0.08098 -1.69180 0.001
C 0.38370 -2.02677 0.88298 0.044
C 2.68314 -0.52124 -0.27333 -0.008
C -1.98643 -0.21815 -0.19419 -0.331
N 0.32835 -0.61497 0.56356 -0.005
N 3.63263 0.61034 -0.33996 0.204
O 1.12744 1.37947 0.14097 0.064
H -0.77496 2.13150 -0.33155 0.147
H -0.29999 2.21690 1.41240 0.144
H -1.21403 0.23438 1.73536 0.150
H -3.73461 0.95110 -0.56546 0.089
H -3.13431 1.19163 1.04488 0.074
H -4.01504 -0.18151 0.78605 0.110
H -1.09968 0.96282 -1.70177 0.038
H -2.62356 0.37843 -2.08091 0.099
H -1.10806 -0.75957 -2.07865 0.083
H 1.40004 -2.18471 1.40717 0.129
H 0.40200 -2.61867 -0.09191 0.144
H -0.37875 -2.38705 1.59401 0.131
H 2.66480 -1.09933 -1.27780 0.214
H 2.96542 -1.16340 0.55785 0.142
H -2.21453 -1.25282 -0.05438 0.128
H 4.45618 0.06837 -0.25916 0.154
H 3.60586 1.47277 0.41774 0.289
H 3.59710 0.94536 -1.30468 0.185
```